<A>
C17H19NO4S | ωB97M-V/def2-TZVPD

XYZ file:
```
42
C17H19NO4S ωB97M-V/def2-TZVPD
N 0.4856 0.8646 0.1734
C -3.0416 1.8073 0.3637
C -0.5966 3.0529 -0.0684
C 6.7057 -0.2048 -0.4759
H 6.5411 -0.1610 -1.5611
C -2.9810 3.1760 0.1421
C 2.7131 0.0587 0.0941
C 3.8046 -2.1750 0.2958
H -5.4280 -2.0069 -1.6063
C -0.6413 1.6853 0.1528
H -3.7493 -0.3286 -1.1882
H -4.0030 1.3480 0.5315
H 0.2601 -0.1081 0.3395
C 4.0867 0.1165 0.0261
H 0.3578 3.5231 -0.2344
H -2.6674 -2.0143 1.1124
O 2.2020 2.3341 -0.1862
C -3.6298 -1.2952 -0.6933
C 6.1757 1.0756 0.1690
O -1.8084 -0.3007 0.6026
C -1.8825 1.0506 0.3721
H -4.5669 -3.4283 0.9569
H -5.6534 -1.4022 0.0336
H -2.9470 -1.8934 -1.3000
H -5.8782 -3.8914 -0.1227
H -1.7214 4.8590 -0.2480
H 6.3247 1.0234 1.2564
H 4.0049 -3.2203 0.4077
H -3.7119 -0.6012 1.3668
O 4.8016 1.2525 -0.1166
S 2.1929 -1.5890 0.3115
C -4.9888 -1.9874 -0.6066
H -4.2066 -3.9995 -0.6738
H -3.8956 3.7497 0.1396
C 4.7034 -1.1670 0.1328
C -1.7664 3.7951 -0.0738
C 1.7955 1.2066 0.0092
C -4.9021 -3.4141 -0.0768
H 6.6830 1.9553 -0.2280
O 6.0540 -1.3421 0.0614
C -2.9935 -1.0653 0.6797
H 7.7683 -0.3386 -0.2704
```

Summary:
- Structure (SMILES): CCCCOc1ccccc1NC(=O)c1scc2c1OCCO2
- Lowest unoccupied orbital energy: 0.6 eV
- Frontier orbital gap: 8.54 eV
- HOMO energy: -0.29104 Ha
- Spin multiplicity: 1

What are the Mulliken partial charges on each atom? They are as follows, in elementary charge units:
1 N 0.05
2 C -0.63
3 C -0.46
4 C -0.40
5 H 0.30
6 C -0.83
7 C 0.26
8 C -0.52
9 H 0.35
10 C 0.01
11 H 0.44
12 H 0.36
13 H 0.30
14 C -0.25
15 H 0.52
16 H 0.39
17 O -0.68
18 C -0.31
19 C -0.49
20 O -0.40
21 C 1.04
22 H 0.30
23 H 0.28
24 H 0.31
25 H 0.37
26 H 0.38
27 H 0.30
28 H 0.47
29 H 0.32
30 O -0.38
31 S -0.29
32 C -0.52
33 H 0.30
34 H 0.39
35 C 0.33
36 C -0.75
37 C 0.90
38 C -1.18
39 H 0.35
40 O -0.47
41 C -0.83
42 H 0.35

=====

<B>
C17H19NO4S | ωB97M-V/def2-TZVPD

XYZ file:
```
42
C17H19NO4S ωB97M-V/def2-TZVPD
O 0.3161 1.7768 0.3595
H 5.1071 -0.4714 2.8065
C -0.3118 0.8626 -0.5943
C 4.3663 0.2355 1.1033
O 5.5531 -1.1609 -1.5300
C -2.6249 0.9978 0.3700
H -1.7121 2.8636 1.4508
H -4.7027 0.8784 1.1002
H -5.7787 -2.0541 -0.1879
C -2.9938 -3.1456 -0.6709
C -3.8193 -1.0392 0.3326
H 3.8395 1.9733 -1.1500
C -5.1996 -1.7510 0.7131
C -1.7842 -1.0860 -0.4528
H 2.3762 1.3583 1.3343
C -2.6215 2.4187 0.7422
H -4.9951 -2.6444 1.4885
S 5.9926 -1.3812 0.6708
N 4.4082 0.2814 -0.0953
O 1.5186 1.1492 -1.9107
C 2.4306 0.4861 -1.3397
C 5.1615 -0.3922 1.8557
H -0.9810 -1.4299 -1.0077
H 3.8544 2.5966 1.1658
C 3.5148 1.6860 1.5448
H -0.1049 -0.1240 -2.1915
C 0.1585 0.8919 -2.0530
H 4.2014 0.4406 -2.2645
H -3.8278 -3.1593 -1.2482
H -2.0882 -3.4992 -1.0602
C 5.3439 -0.7384 -0.5283
C -2.9779 -1.8327 -0.0658
C -3.6867 0.4099 0.6098
C -1.5855 0.1790 -0.3566
H -3.4773 2.8324 1.0420
H -0.2954 1.4925 -2.4937
H -2.4203 3.1010 0.1082
H 3.5035 1.5017 2.7336
H -3.1540 -3.7862 0.3416
O 1.8946 -0.5557 -0.5973
H -6.1257 -1.0049 1.2975
C 3.7275 0.8426 -1.3725
```

Summary:
- Lowest unoccupied orbital energy: -0.3 eV
- Frontier orbital gap: 7.61 eV
- HOMO energy: -0.29003 Ha
- Spin multiplicity: 1

What are the Mulliken partial charges on each atom? They are as follows, in elementary charge units:
1 O -0.69
2 H 0.69
3 C 0.85
4 C 0.19
5 O -0.45
6 C 1.01
7 H 0.21
8 H -0.01
9 H 0.32
10 C -1.50
11 C 1.01
12 H 0.20
13 C -1.27
14 C -0.09
15 H 0.14
16 C -1.97
17 H 0.27
18 S -0.39
19 N 0.29
20 O -0.31
21 C 0.89
22 C -0.56
23 H 0.40
24 H 0.31
25 C -0.82
26 H 0.56
27 C -1.20
28 H 0.38
29 H 0.36
30 H 0.42
31 C 0.48
32 C -0.14
33 C -1.02
34 C 0.35
35 H 0.55
36 H 0.58
37 H 0.55
38 H 0.27
39 H 0.29
40 O -0.64
41 H 0.27
42 C -0.77

=====

Least stable = <B>

=====

<A>
C32H34N5O4PPtS | ωB97M-V/def2-TZVPD

XYZ file:
```
78
C32H34N5O4PPtS ωB97M-V/def2-TZVPD
C -2.5685 -0.1904 -1.2799
N -1.8432 0.6357 0.7440
H -1.1024 -4.8045 -4.0691
C -0.4626 2.0904 3.7399
H -0.7640 -4.3698 1.2155
C 0.6595 3.9850 -0.6150
H -3.8440 0.2190 0.5547
H -2.0132 3.4337 6.4484
C -1.0588 -3.4066 4.4416
N -1.8816 1.1391 2.0146
H -3.8880 -1.1432 -4.2319
C -1.3901 -3.2799 -1.0608
C -2.8618 0.2020 0.1000
H 0.3084 3.6030 7.2182
H 2.1704 2.8030 5.7815
C -1.8307 -0.6516 -3.8868
H 1.5621 2.8255 0.6913
H 0.1403 -0.1038 -3.1657
H 2.5170 -1.6517 1.4894
H 0.7350 7.0217 -0.2903
C -1.2059 3.0844 5.8153
C 1.9720 4.7631 1.4079
C -1.1327 -4.2086 3.3109
C -3.1486 -0.8320 -3.5063
H -1.5095 -0.8101 -4.9059
C -0.6809 1.5122 2.4187
H -3.3761 2.8249 4.8022
H -2.1112 -3.1441 -0.2636
H 2.5689 -2.5887 0.0058
H -1.4909 -5.2259 3.3891
H 3.7979 5.2803 0.3430
H -1.3712 -3.7980 5.4003
H 1.6642 8.1222 -2.3002
C -0.2698 -2.4049 1.9753
S -0.1360 2.6399 -1.3906
H 2.2206 6.2012 -0.7977
C -0.5644 -2.1128 4.3502
H 1.7862 -2.4648 -1.9799
H -0.2328 5.1351 -1.9469
N -1.2661 -0.0418 -1.6718
H -2.7243 -4.4727 -2.2312
O 3.8703 -0.4881 -0.7080
H 1.6638 1.8400 3.5759
N 0.4664 5.1504 -1.2183
H -4.5497 -0.7065 -1.8690
O -2.7801 2.4592 4.1368
C 2.1799 -1.6746 0.4515
C 3.4834 4.8650 1.3001
C 0.4329 -3.6395 -3.1308
C -0.9050 -0.2585 -2.9337
H 0.2532 -0.6192 3.0647
H 1.6908 4.4036 2.3996
C -0.1100 -2.7281 -0.9645
C -3.5230 -0.5976 -2.1906
C -0.7335 -3.7193 2.0778
C -1.5105 2.5414 4.5673
C 1.1483 2.7363 5.4375
C 0.8612 2.2021 4.2040
C 0.1010 3.1806 6.2442
O 0.4244 1.3752 1.6804
N 1.4095 3.7970 0.4533
H 3.9437 3.8815 1.4000
P 0.3683 -1.7262 0.4518
O 1.9410 0.5870 -0.4283
C 2.7403 -0.4590 -0.3185
Pt -0.0763 0.5478 -0.0670
H 1.1452 -3.7813 -3.9323
C 1.1929 6.4214 -1.0779
H 1.4781 5.7214 1.2785
H 3.8707 5.5011 2.0950
H 0.1289 7.3704 -2.7051
H 1.6508 6.5935 -3.1847
C -0.8293 -4.2105 -3.2073
C 0.7942 -2.8979 -2.0156
H -0.4817 -1.4953 5.2343
C -1.7409 -4.0246 -2.1746
C 1.1563 7.1650 -2.3999
C -0.1669 -1.6136 3.1223
```

Summary:
- Lowest unoccupied orbital energy: -6.8 eV
- Total charge: +2
- Frontier orbital gap: 6.73 eV
- HOMO energy: -0.49734 Ha
- Spin multiplicity: 1

What are the Mulliken partial charges on each atom? They are as follows, in elementary charge units:
1 C 0.77
2 N 1.12
3 H 0.47
4 C 0.37
5 H 0.51
6 C 1.00
7 H 0.55
8 H 0.33
9 C -0.65
10 N -1.38
11 H 0.48
12 C -0.51
13 C -0.32
14 H 0.44
15 H 0.46
16 C -0.97
17 H -0.16
18 H 0.63
19 H 0.58
20 H 0.28
21 C -0.81
22 C -0.48
23 C -0.77
24 C -0.40
25 H 0.51
26 C -0.61
27 H 0.38
28 H 0.67
29 H 0.73
30 H 0.45
31 H 0.31
32 H 0.42
33 H 0.40
34 C 0.96
35 S -0.57
36 H 0.14
37 C -0.69
38 H 0.39
39 H 0.29
40 N 0.50
41 H 0.47
42 O -0.60
43 H 0.70
44 N -0.18
45 H 0.56
46 O -0.50
47 C -1.06
48 C -1.17
49 C -0.94
50 C 0.04
51 H 0.20
52 H 0.09
53 C 0.57
54 C -1.01
55 C -0.56
56 C 1.36
57 C -1.30
58 C -0.35
59 C -0.58
60 O -1.45
61 N 0.27
62 H 0.32
63 P 0.97
64 O -0.99
65 C 0.37
66 Pt 2.90
67 H 0.49
68 C -0.08
69 H 0.50
70 H 0.41
71 H 0.40
72 H 0.37
73 C -0.63
74 C -0.85
75 H 0.51
76 C -1.03
77 C -1.49
78 C -0.55

=====

<B>
C32H34N5O4PPtS | ωB97M-V/def2-TZVPD

XYZ file:
```
78
C32H34N5O4PPtS ωB97M-V/def2-TZVPD
O -4.4554 3.9266 -1.7802
N -0.2178 0.6164 3.7711
H -3.4175 1.4067 -2.9394
H 3.6902 -3.0950 1.7072
Pt -0.1704 2.3660 1.5769
H -0.6815 -5.4122 -1.0748
N 0.6542 -3.2600 -1.9628
H -3.0568 -3.1327 0.7544
C 1.4473 -1.6615 4.5321
P -1.7353 1.9775 -1.1590
H -2.7171 1.0649 1.4647
C 1.8862 2.1471 -2.8295
H -2.3437 2.7407 -3.4701
O 0.9954 0.7602 1.8130
C -2.7982 2.2401 -2.6158
H -3.1220 4.5187 4.8813
H 3.6122 -4.1944 3.9375
H 2.6376 4.1602 -0.2153
C 2.6432 2.9407 -1.9830
H -0.0098 1.2305 -3.2048
H 0.0322 -4.7069 -3.3763
C -1.4959 2.5564 3.9723
C 0.5547 1.8788 -2.5470
H 4.1953 -2.8593 -4.8476
H 1.7210 -4.8191 -2.8753
C 0.7154 0.1659 2.9447
C -3.5269 3.2271 -1.7142
O -2.6821 3.1322 -0.5277
H 1.2002 -3.5093 -4.6380
H 2.1992 -3.2736 5.7200
H 2.5891 -1.1864 -3.4265
H 2.3213 -1.0921 1.3049
C -0.0478 2.4660 -1.4391
H -1.1712 5.3133 0.4739
N 1.9875 -1.9945 -3.4317
H -2.6327 7.0356 1.4364
H 2.3373 1.7234 -3.7161
H 0.2254 -3.1905 -1.0524
C -2.7861 -2.1450 0.4053
H 3.6836 3.1311 -2.2076
S 1.3915 -0.8900 -1.1092
C 0.7104 -4.6131 -2.5264
C -2.1191 0.3794 -0.4924
H 0.8115 -1.6856 6.3221
C 1.4771 -1.0344 3.2704
C 3.3626 -3.5612 -4.7900
C 3.0182 -3.3111 3.7423
H 1.0222 -5.5731 -0.6132
H -3.2825 -1.1903 2.2651
H -1.7904 2.2980 4.9814
C 3.0623 -2.6982 2.4925
H -1.6224 -0.5924 -2.3628
C 2.0623 3.5082 -0.8586
H 1.8881 -2.1575 -5.4875
N -0.7227 1.7690 3.3106
C -1.8667 3.8084 3.3131
C 2.0413 -2.8245 -4.6377
C -2.9146 -1.0553 1.2573
H 3.5464 -4.2281 -3.9477
C 0.7160 3.2949 -0.5885
C -1.6109 5.1618 1.4492
H -2.2457 -2.8238 -1.5614
C -2.4388 6.1307 1.9935
H 0.3311 -6.6220 -1.8553
H 3.3610 -4.1533 -5.7049
C 2.3027 -1.5740 2.2705
H -3.6591 6.6424 3.6820
C 0.3246 -5.6119 -1.4502
O 0.6874 -1.1568 5.5249
C -1.9918 -0.7134 -1.3513
C -2.3317 -1.9751 -0.8963
C -2.5839 0.2125 0.8119
C -2.7072 4.7277 3.9049
C 2.2228 -2.7981 4.7461
C 1.3450 -2.1478 -2.2646
H 0.2611 3.9266 0.1802
N -1.3176 4.0279 2.0833
C -3.0010 5.9097 3.2353
```

Summary:
- Lowest unoccupied orbital energy: -6.5 eV
- Total charge: +2
- Frontier orbital gap: 6.02 eV
- HOMO energy: -0.45961 Ha
- Spin multiplicity: 1

What are the Mulliken partial charges on each atom? They are as follows, in elementary charge units:
1 O -0.41
2 N -1.24
3 H 0.42
4 H 0.48
5 Pt 0.65
6 H 0.35
7 N 0.00
8 H 0.44
9 C 1.26
10 P 0.07
11 H 0.64
12 C -0.45
13 H 0.41
14 O -0.61
15 C -0.32
16 H 0.45
17 H 0.42
18 H 0.54
19 C -0.82
20 H 0.29
21 H 0.32
22 C -0.46
23 C -1.22
24 H 0.35
25 H 0.16
26 C 0.53
27 C 0.26
28 O -0.29
29 H 0.27
30 H 0.30
31 H 0.24
32 H 0.32
33 C 1.63
34 H 0.48
35 N -0.05
36 H 0.42
37 H 0.50
38 H 0.28
39 C -0.71
40 H 0.44
41 S -0.28
42 C -0.20
43 C 0.86
44 H 0.37
45 C -0.01
46 C -1.04
47 C -0.47
48 H 0.38
49 H 0.48
50 H 0.54
51 C -1.06
52 H 0.22
53 C -0.67
54 H 0.39
55 N 0.96
56 C 0.78
57 C -0.61
58 C -0.89
59 H 0.26
60 C -0.15
61 C 0.37
62 H 0.57
63 C -1.02
64 H 0.42
65 H 0.35
66 C -0.27
67 H 0.47
68 C -1.49
69 O -0.51
70 C -0.46
71 C -0.62
72 C -0.10
73 C -0.93
74 C -0.88
75 C 0.11
76 H 0.16
77 N -0.12
78 C -0.26

=====

Least stable = <B>

=====

<A>
CH3N3O | ωB97M-V/def2-TZVPD

XYZ file:
```
8
CH3N3O ωB97M-V/def2-TZVPD
C -0.5368 0.3188 -0.3111
H -0.2480 0.2753 1.6645
N -0.7747 -0.0757 0.8735
N -0.5250 1.1434 -1.2354
H -0.9221 2.0621 -1.0668
H 0.2603 -0.9134 -0.6978
N 0.8123 -1.5285 0.3116
O 1.9340 -1.2821 0.4615
```

Summary:
- Lowest unoccupied orbital energy: -0.5 eV
- Frontier orbital gap: 9.09 eV
- HOMO energy: -0.35256 Ha
- Spin multiplicity: 1

What are the Mulliken partial charges on each atom? They are as follows, in elementary charge units:
1 C 0.45
2 H 0.27
3 N -0.55
4 N -0.57
5 H 0.27
6 H 0.21
7 N 0.11
8 O -0.19

=====

<B>
CH3N3O | ωB97M-V/def2-TZVPD

XYZ file:
```
8
CH3N3O ωB97M-V/def2-TZVPD
H 0.7898 1.3558 -0.0865
H 1.0963 -0.8480 1.3056
N 1.3055 0.4260 -0.2571
N -2.9590 0.8102 -0.0181
C -2.1366 0.0438 0.1200
H 1.4421 0.2522 -1.2656
O -0.2276 -1.3501 -0.1407
N 0.6895 -0.6898 0.3424
```

Summary:
- Lowest unoccupied orbital energy (spin up / spin down): -1.4 / -2.6 eV
- Frontier orbital gap (spin up / spin down): 9.53 / 7.06 eV
- HOMO energy (spin up / spin down): -0.40015 / -0.35364 Ha
- Spin multiplicity: 1

What are the Mulliken partial charges on each atom? They are as follows, in elementary charge units:
1 H 0.29
2 H 0.31
3 N -0.46
4 N -0.32
5 C -0.05
6 H 0.28
7 O -0.30
8 N 0.25

=====

Least stable = <B>